--- A ---
26
Properties=species:S:1:pos:R:3:lowdin_charge:R:1 method="wB97M-V/def2-TZVPD" homo_lumo_gap_ev=9.04 homo_energy_ev=-8.56 smiles="C=CCN1C(=S)N[C@@H]2CS(=O)(=O)C[C@@H]21" e_lumo_ev=0.5
C -2.2275 -2.2539 -1.0654 0.03
C -1.5799 -2.1446 0.0794 -0.17
C -1.7546 -0.9621 0.9968 -0.18
N -0.9619 0.1726 0.5840 -0.09
C -1.4643 1.2678 -0.0287 -0.87
S -3.0018 1.4765 -0.5520 0.64
N -0.4813 2.2011 -0.1157 0.05
C 0.8077 1.7094 0.3070 -0.27
C 1.8185 1.5783 -0.8214 -0.15
S 2.7831 0.1329 -0.2819 0.67
O 3.4450 -0.5145 -1.3747 -0.31
O 3.5608 0.4921 0.8670 -0.30
C 1.3035 -0.7816 0.2518 -0.15
C 0.4469 0.3027 0.8892 -0.24
H -2.0832 -3.0915 -1.7264 0.06
H -2.9315 -1.5024 -1.3827 0.04
H -0.8752 -2.9021 0.3952 0.09
H -1.4822 -1.2225 2.0240 0.13
H -2.7965 -0.6292 0.9694 0.09
H -0.5955 3.0313 -0.6697 0.14
H 1.2251 2.3508 1.0917 0.15
H 2.4606 2.4445 -0.9336 0.11
H 1.3553 1.3146 -1.7682 0.12
H 1.5820 -1.5756 0.9349 0.12
H 0.8497 -1.1899 -0.6469 0.11
H 0.5972 0.2954 1.9768 0.16

--- B ---
26
Properties=species:S:1:pos:R:3:lowdin_charge:R:1 method="wB97M-V/def2-TZVPD" homo_lumo_gap_ev="7.80 / 7.80" homo_energy_ev="-8.12 / -8.12" smiles="[H]/N=C/C=[S@@H](=O)c1cnc(C(C)(C)O)s1" e_lumo_ev="-0.3 / -0.3"
H 6.0851 -1.8033 -1.9383 0.04
N 5.6554 -1.5456 -1.0577 0.06
C 4.7835 -0.6120 -0.9503 -0.35
C 4.2711 -0.4854 0.3422 -0.31
S 3.0144 0.6403 0.5892 0.88
O 3.2881 1.7638 -0.2374 -0.43
C 0.8682 0.3662 0.6350 -0.50
C 0.1433 -0.0449 1.6880 -0.29
N -1.1236 -0.2092 1.4382 0.07
C -1.4324 0.1509 0.2139 -0.51
C -2.8341 0.1860 -0.3654 -0.59
C -3.7188 1.2650 0.3567 0.02
C -3.3147 -1.2878 -0.3646 -0.01
O -2.7293 0.4481 -1.7443 -0.04
S -0.0654 0.5471 -0.8036 1.10
H 4.5154 0.2185 -1.6362 0.12
H 4.1665 -1.2015 1.1090 0.05
H 3.0550 1.0633 1.8401 0.05
H 0.4508 -0.2098 2.6643 0.09
H -3.5144 1.1129 1.3646 0.05
H -3.3535 2.2042 0.0797 0.07
H -4.7765 0.9057 0.0339 0.13
H -3.6455 -1.5130 0.6495 0.09
H -2.5835 -1.8000 -0.9087 0.07
H -4.2664 -1.4371 -0.9390 0.10
H -2.9386 1.2774 -2.0585 0.06

--- C ---
26
Properties=species:S:1:pos:R:3:lowdin_charge:R:1 method="wB97M-V/def2-TZVPD" homo_lumo_gap_ev=9.16 homo_energy_ev=-8.78 smiles="COCCSc1cnc(NC(C)=O)s1" e_lumo_ev=0.4
C -0.6102 -5.1285 -0.7352 -0.24
O -0.8136 -4.9345 0.5997 -0.26
C -1.6298 -3.7569 1.1019 -0.17
C -0.6796 -2.4784 0.8127 -0.34
S 0.0190 -2.1959 -1.0825 0.83
C 0.1551 -0.4681 -0.6603 -0.90
C 1.3181 0.1763 -0.3279 -0.29
N 1.4096 1.5102 -0.0692 0.07
C 0.2027 1.9254 -0.0723 -0.58
N -0.0868 3.2125 0.6094 0.09
C 0.7535 4.4440 0.6713 -0.47
C 2.2749 4.3979 0.6905 0.00
O 0.2660 5.4787 0.9856 0.09
S -1.1040 0.8822 -0.7803 0.96
H -1.4477 -4.7992 -1.5068 0.12
H -0.4064 -6.1755 -0.9600 0.08
H 0.4140 -4.6718 -0.9136 0.05
H -1.5962 -3.6619 2.3789 0.18
H -2.5873 -3.7559 0.5708 0.10
H 0.0182 -2.2932 1.7422 0.11
H -1.3681 -1.4539 0.8623 0.09
H 2.1765 -0.5951 -0.5385 0.14
H -1.0897 3.1775 0.7194 0.10
H 2.5417 5.3572 0.9996 0.05
H 2.2649 3.5074 1.3759 0.10
H 2.8537 4.3009 -0.2734 0.10

Which of them is the most stable, and which is the least stable? A and B, in that order.

--- A ---
8
Properties=species:S:1:pos:R:3:lowdin_charge:R:1 method="wB97M-V/def2-TZVPD" homo_lumo_gap_ev="10.42 / 7.33" homo_energy_ev="-10.94 / -8.37" e_lumo_ev="-0.5 / -1.0"
C 0.4083 0.1394 -0.1272 -0.28
C -0.8502 0.0812 0.8348 -1.17
O 0.3479 -0.7988 -1.1634 -0.15
O 1.3862 -0.5569 -1.9061 0.00
Cl -1.3718 -1.4596 1.2116 0.69
Cl -1.7091 1.4533 1.3144 0.65
H 0.4311 1.2231 -0.4959 0.14
H 1.3575 -0.0816 0.3318 0.11

--- B ---
8
Properties=species:S:1:pos:R:3:lowdin_charge:R:1 method="wB97M-V/def2-TZVPD" homo_lumo_gap_ev="7.68 / 7.67" homo_energy_ev="-8.83 / -8.82" e_lumo_ev="-1.2 / -1.2"
C 0.1259 -1.6633 -1.0328 -0.16
C -1.6816 -3.0530 -2.7776 -1.00
O -0.6501 0.6362 -0.7424 -0.10
O -0.3052 -0.8868 -0.3110 -0.07
Cl -1.5924 -3.8897 -1.3228 0.59
Cl -2.0429 -1.4604 -2.5631 0.67
H 0.4811 -1.5815 -2.0740 0.08
H -1.1556 0.8744 -0.0261 -0.01

--- C ---
8
Properties=species:S:1:pos:R:3:lowdin_charge:R:1 method="wB97M-V/def2-TZVPD" homo_lumo_gap_ev=11.31 homo_energy_ev=-10.79 smiles="O=C(Cl)OCCl" e_lumo_ev=0.5
O -2.4484 -0.7576 1.5537 0.12
C -2.5473 -0.4927 0.4152 -0.81
Cl -3.9251 0.0151 -0.4950 0.77
O -1.4701 -0.3188 -0.6332 -0.20
C -0.1776 -0.3602 -0.2430 -0.68
Cl 0.4696 -1.9580 0.1759 0.59
H 0.6090 -0.0483 -1.0357 0.11
H 0.0089 0.4066 0.5110 0.09

Which of them is the most stable, and which is the least stable? C and B, in that order.

--- A ---
9
Properties=species:S:1:pos:R:3:lowdin_charge:R:1 method="wB97M-V/def2-TZVPD" homo_lumo_gap_ev="5.57 / 5.57" homo_energy_ev="-1.62 / -1.62" smiles="[O-]N1C=CNS1" e_lumo_ev="3.9 / 3.9" charge=-1
O 2.8798 1.5015 -0.3747 -0.37
N 2.0606 0.6989 0.2910 -0.55
C 0.7158 0.8668 0.3812 -0.25
C -0.0931 -0.2450 0.3273 -0.30
N 0.5291 -1.4194 -0.1986 -0.42
S 2.2424 -1.1898 0.0951 0.72
H 0.5786 1.9064 0.6492 0.10
H -1.2465 -0.3549 0.2929 0.08
H 0.5045 -1.6144 -1.1467 -0.01

--- B ---
9
Properties=species:S:1:pos:R:3:lowdin_charge:R:1 method="wB97M-V/def2-TZVPD" homo_lumo_gap_ev=6.62 homo_energy_ev=-2.56 smiles="C=C[N-]SN=O" e_lumo_ev=4.1 charge=-1
C -0.6428 -0.7603 0.4907 -0.10
C -0.7533 -0.4022 -0.8091 -0.42
N -0.0803 0.5465 -1.5374 -0.48
S 1.0969 1.3946 -0.8121 0.85
N 1.0652 0.8540 0.6874 -0.57
O 1.9934 1.2110 1.5125 -0.32
H 0.0739 -0.5342 1.1685 -0.05
H -1.2566 -1.5062 0.9096 -0.01
H -1.4965 -0.8033 -1.6101 0.09

Which of them is the most stable, and which is the least stable? A and B, in that order.

--- A ---
13
Properties=species:S:1:pos:R:3:lowdin_charge:R:1 method="wB97M-V/def2-TZVPD" homo_lumo_gap_ev=7.00 homo_energy_ev=-9.12 e_lumo_ev=-2.1
C -2.3924 -1.9113 -0.3228 -0.02
C -1.1126 -1.3382 -0.2948 -0.20
C -0.8129 -0.3796 0.8468 -0.35
C -0.0418 0.6673 0.2101 -0.85
C 1.3948 0.5012 -0.2595 -0.62
H -2.7859 -2.3983 -1.1205 -0.02
H -3.2876 -1.8800 0.6617 0.16
H -0.1396 -1.1259 -1.3191 0.20
H -1.7779 0.0550 1.2641 0.12
H -0.2293 -1.1188 1.4988 0.13
H 1.8658 1.2761 -0.7360 0.00
S -0.7210 2.1668 -0.1175 0.75
S 2.2300 -0.9196 0.0345 0.71

--- B ---
13
Properties=species:S:1:pos:R:3:lowdin_charge:R:1 method="wB97M-V/def2-TZVPD" homo_lumo_gap_ev=7.93 homo_energy_ev=-8.83 smiles="S=C1C[C@@H]2S[C@@H]2C1" e_lumo_ev=-0.9
S 2.5572 -0.2064 -0.3976 0.67
C 0.9546 -0.0360 0.1118 -0.73
C 0.0604 -0.8278 1.1764 -0.19
C -1.3915 -0.2482 0.9381 -0.51
S -1.8675 -0.4519 -0.9038 0.76
C -1.2198 0.9721 0.1742 -0.60
C 0.2675 1.3176 0.2121 -0.30
H 0.2037 -2.0140 1.1134 0.15
H 0.2345 -0.4892 2.2346 0.12
H -2.4121 -0.4687 1.5097 0.14
H -1.8488 2.0977 0.1068 0.19
H 0.3917 2.0796 -0.7215 0.15
H 0.3679 2.2613 0.9029 0.15

Which of them is the most stable, and which is the least stable? B and A, in that order.

--- A ---
29
Properties=species:S:1:pos:R:3:lowdin_charge:R:1 method="wB97M-V/def2-TZVPD" homo_lumo_gap_ev=8.50 homo_energy_ev=-7.95 e_lumo_ev=0.5
C -2.4514 2.4612 0.4387 -0.04
O -1.8927 1.3793 1.3371 -0.15
C -2.0271 0.0717 0.9555 -0.15
C -2.7591 -0.3528 -0.0927 -0.14
C -2.7099 -1.6411 -0.6848 -0.07
C -1.5012 -2.4078 -0.8443 -0.07
C -0.2178 -1.7622 -0.8212 -0.26
N 0.2436 -0.8690 -0.0358 -0.02
Si 1.7864 -0.0632 0.1026 0.51
C 2.9520 -0.1903 -1.5152 -0.16
C 2.7006 -1.0109 1.4719 -0.17
C 1.4128 1.7416 0.5033 -0.19
H -2.0751 2.3825 -0.6077 0.09
H -2.0077 3.5119 0.8098 0.13
H -3.4724 2.3827 0.5440 0.05
H -1.5407 -0.5266 1.7261 0.14
H -3.3754 0.3156 -0.6265 0.08
H -3.6642 -2.0670 -1.1603 0.12
H -1.6102 -3.2404 -1.4414 0.05
H 0.2905 -2.1426 -1.6744 0.09
H 2.4897 -0.7694 -2.3384 0.02
H 3.0190 0.8479 -1.8013 0.00
H 3.9038 -0.6255 -1.3884 -0.01
H 3.6928 -0.9192 1.3468 -0.04
H 2.5100 -0.6154 2.4612 0.02
H 2.3697 -2.0827 1.5397 0.05
H 1.2778 1.8954 1.6202 0.05
H 2.2752 2.3261 0.1743 0.01
H 0.3808 1.9700 0.0010 0.05

--- B ---
29
Properties=species:S:1:pos:R:3:lowdin_charge:R:1 method="wB97M-V/def2-TZVPD" homo_lumo_gap_ev=10.85 homo_energy_ev=-10.03 smiles="C=C[C@](C#N)(CC)O[Si](C)(C)C" e_lumo_ev=0.8
C 1.6292 0.1071 -2.5446 0.04
C 1.1023 1.0996 -1.8845 -0.11
C 0.5727 1.0038 -0.4411 -0.53
C -0.7387 1.6515 -0.5514 -0.22
N -1.6522 2.2810 -0.8315 0.22
C 1.4143 1.8867 0.5378 -0.14
C 0.6909 1.8643 1.9401 -0.08
O 0.6267 -0.2914 0.0807 -0.18
Si -0.7322 -1.2378 0.3054 0.50
C -1.4403 -1.6598 -1.4980 -0.14
C -1.9859 -0.4468 1.4222 -0.17
C 0.2088 -2.7804 1.0063 -0.16
H 2.2535 0.4503 -3.3818 0.08
H 1.9107 -0.7975 -2.0139 0.08
H 0.8113 2.0490 -2.2267 0.10
H 1.5670 2.9831 0.2916 0.14
H 2.4501 1.4985 0.7238 0.13
H 0.7517 0.8435 2.1771 0.05
H -0.2006 2.4519 1.8216 0.07
H 1.4267 2.3329 2.6036 0.08
H -2.5607 -1.6225 -1.3849 0.03
H -1.0705 -0.8752 -2.1822 0.01
H -1.2495 -2.5940 -1.9815 0.00
H -1.6005 0.5415 1.7361 0.01
H -2.8761 -0.0464 0.7981 0.06
H -2.5202 -1.1938 2.1226 0.07
H 0.6152 -2.5343 1.9689 0.01
H -0.3767 -3.6880 1.0299 0.01
H 0.9729 -3.2767 0.3564 0.04

Which of them is the most stable, and which is the least stable? B and A, in that order.

--- A ---
16
Properties=species:S:1:pos:R:3:lowdin_charge:R:1 method="wB97M-V/def2-TZVPD" multiplicity=2 homo_lumo_gap_ev="3.20 / 6.94" s_squared=0.753 homo_energy_ev="0.91 / -2.88" e_lumo_ev="4.1 / 4.1" charge=-1
O -0.6356 -1.6421 -1.8591 -0.24
C -1.3895 -1.5231 -0.8676 -0.52
C -1.0298 -0.5452 0.2488 -0.24
C 0.4191 0.0236 0.0929 -0.46
C 0.5212 0.9980 -1.0640 -0.11
C 0.9516 0.6531 1.3839 -0.13
H -2.2069 -2.2126 -0.6202 0.02
H -1.7724 0.2575 0.3697 0.08
H -0.9192 -1.1976 1.1587 0.08
H 1.0039 -0.9521 -0.0894 0.15
H 0.1395 0.5539 -1.9819 0.06
H 1.6093 1.1757 -1.1433 0.06
H 0.0922 1.9941 -0.8854 0.07
H 0.7833 0.0016 2.2478 0.06
H 2.0345 0.8668 1.3889 0.06
H 0.3988 1.5484 1.6200 0.06

--- B ---
16
Properties=species:S:1:pos:R:3:lowdin_charge:R:1 method="wB97M-V/def2-TZVPD" multiplicity=2 homo_lumo_gap_ev="2.58 / 5.26" s_squared=0.773 homo_energy_ev="0.36 / -2.33" e_lumo_ev="2.9 / 2.9" charge=-1
C 0.1208 1.2037 0.1809 -0.16
C -0.2093 0.0487 -0.5471 -0.32
C -0.9446 -1.0187 0.0571 -0.26
C -0.7271 -2.2902 -0.4675 -0.27
C -1.4337 -3.5157 0.2481 -0.19
H 0.4841 2.0307 -0.4120 -0.04
H 0.4795 1.2106 1.2015 -0.02
H -0.2111 0.2559 -1.6109 0.06
H -1.1624 -0.9696 1.1282 0.07
H -0.5502 -2.5982 -1.5021 0.05
H -0.9435 -4.4174 -0.0923 0.02
H -1.3815 -3.4983 1.3415 0.04
H -2.4681 -3.4619 -0.1167 0.03
H 3.5516 6.1989 0.2820 0.02
H 2.4564 5.3119 -0.2531 0.04
O 2.9392 5.5097 0.5625 -0.07

Which of them is the most stable, and which is the least stable? A and B, in that order.